C20H20B3NO40S4 as an isolated structure, computed with wB97M-V/def2-TZVPD.

CARTESIAN COORDINATES (ANGSTROEM)
N 0.05 1.29 0.11
H -0.51 2.02 0.58
H -0.52 0.68 -0.49
H 0.57 0.78 0.84
H 0.74 1.73 -0.51
O -6.59 -0.76 0.53
C -5.90 0.16 0.22
O -4.91 0.19 -0.64
B -4.45 1.62 -0.82
O -5.14 2.37 0.24
C -6.04 1.59 0.78
O -6.79 1.83 1.69
O -2.99 1.68 -0.82
C -2.50 2.17 -1.91
O -1.37 2.58 -2.01
C -3.65 2.27 -2.91
O -4.77 2.03 -2.21
O -3.66 2.61 -4.06
O 1.54 -0.27 2.00
C 1.87 -1.43 2.11
O 1.19 -2.46 1.69
B 1.99 -3.70 1.96
O 3.26 -3.25 2.56
C 3.20 -1.94 2.72
O 4.01 -1.21 3.21
O 2.27 -4.45 0.75
C 1.91 -5.73 0.98
O 2.13 -6.60 0.19
C 1.25 -5.80 2.40
O 1.32 -4.60 2.93
O 0.83 -6.82 2.84
O -1.63 -0.87 -0.13
C -2.15 -1.77 0.46
O -2.02 -3.07 0.18
B -2.97 -3.82 1.03
O -3.47 -2.86 2.03
C -3.04 -1.65 1.74
O -3.29 -0.62 2.30
O -4.15 -4.32 0.22
C -4.39 -5.59 0.49
O -5.30 -6.21 0.00
C -3.27 -6.07 1.45
O -2.44 -5.07 1.59
O -3.15 -7.17 1.91
C 3.36 2.63 -3.57
C 2.21 1.74 -3.04
O 1.74 2.36 -1.85
S 2.71 3.66 -1.54
O 3.93 3.26 -0.87
O 1.93 4.72 -0.99
O 3.02 3.96 -3.09
H 3.31 2.72 -4.66
H 4.35 2.24 -3.37
H 2.56 0.72 -2.91
H 1.49 1.57 -3.84
C -1.89 5.44 4.03
C -2.66 6.17 2.91
O -2.89 5.21 1.90
S -2.44 3.72 2.29
O -1.74 3.13 1.20
O -3.52 3.07 2.96
O -1.42 4.24 3.42
H -2.58 5.16 4.82
H -1.02 5.98 4.37
H -2.20 7.04 2.44
H -3.64 6.46 3.29
C 0.57 -3.20 -2.46
C 1.46 -1.99 -2.10
O 1.36 -1.22 -3.29
S -0.26 -1.08 -3.63
O -0.43 -0.83 -5.02
O -0.90 -0.28 -2.62
O -0.48 -2.64 -3.25
H 0.17 -3.64 -1.55
H 0.99 -3.98 -3.10
H 2.50 -2.19 -1.85
H 1.05 -1.45 -1.24
C 6.43 1.02 0.69
C 6.49 1.22 -0.84
O 5.26 0.72 -1.39
S 4.26 0.07 -0.26
O 4.51 -1.33 -0.30
O 2.93 0.50 -0.43
O 5.04 0.76 0.96
H 6.67 1.94 1.22
H 6.96 0.11 0.96
H 7.25 0.60 -1.33
H 6.47 2.20 -1.32

For the calculated total energy, the calculation gives -5506.5655 a.u. Its multiplicity is 1. As for the HOMO-LUMO gap: 7.7 eV. Its molecular weight is 1075.05 g mol⁻¹. Its LUMO energy is 0.1011 Eh. As for the charge: -2.

A single C9H11NO2S molecule, computed with wB97M-V/def2-TZVPD.

CARTESIAN COORDINATES (ANGSTROEM)
C 0.76 1.36 0.04
C -1.91 1.46 0.08
C -2.95 0.51 -0.61
C -1.63 -1.48 -0.03
C -0.85 -0.56 0.82
C 1.85 0.36 0.01
C 3.23 0.66 0.01
C 3.85 -0.64 -0.09
C 2.80 -1.55 -0.42
H -2.43 1.72 0.97
H -1.91 2.52 -0.43
H -4.05 0.72 -0.74
H -2.67 0.53 -1.75
H -1.41 -1.78 -1.02
H -1.71 -2.32 0.53
H 0.06 -1.25 1.17
H -1.37 -0.51 1.79
H 3.71 1.52 0.38
H 4.81 -0.88 0.15
H 2.72 -2.49 -0.62
N -0.55 0.87 0.41
O -2.92 -0.79 -0.20
O 1.63 -0.96 -0.30
S 0.96 2.99 -0.17

For the calculated total energy, the calculation gives -952.8118 a.u. Its multiplicity is 1. As for the HOMO-LUMO gap: 8.1 eV. Its molecular weight is 197.26 g mol⁻¹. Its LUMO energy is -0.0071 Eh. As for the charge: 0.

C20H27N3O2 as an isolated structure, computed with wB97M-V/def2-TZVPD.

CARTESIAN COORDINATES (ANGSTROEM)
C 6.33 2.56 0.77
H 5.75 3.32 0.31
O 6.57 1.58 -0.25
C 5.35 0.75 -0.58
C 4.05 0.84 -0.19
C 2.90 0.13 -0.38
C 3.05 -0.91 -1.20
C 4.39 -0.98 -2.01
C 5.43 -0.22 -1.58
H 6.51 -0.45 -1.88
H 4.50 -1.58 -2.61
H 2.21 -1.28 -1.83
C 1.66 0.37 0.06
O 1.30 1.79 0.33
C 0.75 -0.59 0.57
C -0.33 -1.04 -0.24
N -1.18 -2.07 0.29
C -0.59 -3.17 0.77
C 0.58 -2.68 1.70
C 1.47 -1.75 1.35
H 2.14 -1.50 1.93
H 1.97 -2.17 0.59
H -0.06 -2.23 2.67
H 0.90 -3.65 2.27
H -1.31 -3.63 0.85
H 0.03 -3.62 -0.16
C -2.33 -2.37 -0.64
C -3.09 -0.78 -0.93
C -3.58 -0.01 0.13
N -4.14 0.93 -0.59
N -4.25 0.80 -2.01
C -3.66 -0.49 -2.25
H -3.53 -0.87 -3.07
C -4.77 2.07 -0.17
C -5.90 1.82 0.85
H -5.42 1.58 1.76
H -6.59 1.25 0.22
H -6.34 2.83 1.43
C -3.68 3.12 0.49
H -3.36 2.72 1.45
H -2.78 3.17 -0.08
H -4.22 4.10 1.00
H -5.27 2.66 -1.00
H -3.37 -0.06 1.10
H -3.08 -2.86 -0.21
H -1.86 -2.68 -1.62
H -0.71 -0.24 -0.70
H 0.39 -1.64 -1.18
H 0.19 -0.04 1.41
H 3.71 1.87 0.72
H 7.31 3.03 0.74
H 5.96 2.26 1.62

For the calculated total energy, the calculation gives -1092.3388 a.u. Its multiplicity is 1. As for the HOMO-LUMO gap: 7.8 eV. Its molecular weight is 341.45 g mol⁻¹. Its LUMO energy is -0.0263 Eh. As for the charge: 0.

A 2-piece molecular cluster, C5H11O2S overall, computed with wB97M-V/def2-TZVPD.

CARTESIAN COORDINATES (ANGSTROEM)
C 1.16 1.23 0.42
C 1.98 -0.05 0.31
C -0.63 0.17 2.21
S 0.40 1.65 1.99
H 1.73 2.09 0.07
H 0.33 1.05 -0.27
H 1.39 -0.96 0.35
H 2.60 -0.17 1.22
H -0.18 -0.65 2.75
H -1.58 0.52 2.60
H -0.88 -0.27 1.24
H 2.59 -0.10 -0.59
C -1.32 -0.11 -2.17
C -1.09 -1.30 -1.18
O -0.07 -2.00 -1.27
O -2.09 -1.48 -0.43
H -0.41 0.42 -2.46
H -2.10 0.54 -1.78
H -1.84 -0.58 -3.01

For the calculated total energy, the calculation gives -745.8297 a.u. Its multiplicity is 1. As for the HOMO-LUMO gap: 7.4 eV. Its molecular weight is 135.21 g mol⁻¹. Its LUMO energy is 0.1176 Eh. As for the charge: -1.

C4H3I3 as an isolated structure, computed with wB97M-V/def2-TZVPD.

CARTESIAN COORDINATES (ANGSTROEM)
C 0.64 -1.59 -2.57
C -0.10 -1.24 -1.60
C -0.30 0.44 1.16
C 0.00 0.92 2.32
I -1.03 1.54 -0.53
I -0.12 3.10 2.81
I 0.73 -0.17 3.99
H 1.23 -1.60 -3.45
H -0.42 0.27 -1.32
H -0.62 -1.67 -0.82

For the calculated total energy, the calculation gives -1047.0134 a.u. Its multiplicity is 1. As for the HOMO-LUMO gap (spin up / spin down): 6.9 / 6.9 eV. Its molecular weight is 431.78 g mol⁻¹. Its LUMO energy (spin up / spin down) is -0.0416 / -0.0416 Eh. As for the charge: 0.

An isolated ion of composition C4H4N3OS and charge -1, computed with wB97M-V/def2-TZVPD.

CARTESIAN COORDINATES (ANGSTROEM)
C -2.58 1.37 0.36
C -3.21 0.21 0.53
C 0.12 -0.13 0.92
C 1.38 -0.74 0.89
N -1.26 1.75 0.31
N -0.16 1.02 0.44
N 1.57 -1.24 -0.45
O 2.24 -0.74 1.80
S -3.73 -1.28 0.34
H -3.21 2.15 -0.12
H 0.73 1.49 0.04
H 0.62 -1.40 -0.69
H 2.38 -1.90 -0.40

For the calculated total energy, the calculation gives -792.3855 a.u. Its multiplicity is 1. As for the HOMO-LUMO gap: 6.0 eV. Its molecular weight is 142.16 g mol⁻¹. Its LUMO energy is 0.1255 Eh. As for the charge: -1.

A 2-piece molecular cluster, C9H12N4 overall, computed with wB97M-V/def2-TZVPD.

CARTESIAN COORDINATES (ANGSTROEM)
C -0.19 -1.30 -2.89
C -1.01 1.85 2.70
C -0.61 -0.06 -2.52
C -0.11 1.80 1.68
C -1.71 -1.60 -1.43
C -0.46 -0.18 2.51
C 2.04 0.91 -0.08
C 1.14 -1.36 0.32
C 1.13 -0.07 0.60
N -0.88 -2.25 -2.20
N -1.21 0.61 3.21
N -1.58 -0.26 -1.59
N 0.25 0.48 1.55
H 0.55 -1.59 -3.60
H -1.51 2.71 3.10
H -0.31 0.92 -2.84
H 0.28 2.58 1.06
H -2.41 -2.05 -0.75
H -0.37 -1.24 2.68
H 2.75 0.38 -0.70
H 2.58 1.51 0.65
H 1.46 1.58 -0.72
H -2.10 0.46 -1.10
H 1.81 -1.76 -0.41
H 0.47 -2.07 0.78

For the calculated total energy, the calculation gives -569.1513 a.u. Its multiplicity is 1. As for the HOMO-LUMO gap: 9.5 eV. Its molecular weight is 176.22 g mol⁻¹. Its LUMO energy is 0.0244 Eh. As for the charge: 0.

A 2-piece molecular cluster, C11H26F3O3P2 overall, computed with wB97M-V/def2-TZVPD.

CARTESIAN COORDINATES (ANGSTROEM)
C -2.61 3.89 1.68
C -2.78 4.82 0.49
O -1.73 4.70 -0.43
C -1.97 3.67 -1.40
C -0.72 3.31 -2.16
P 0.89 2.97 -1.15
P 0.56 0.70 -1.09
C 1.13 0.30 0.63
C -1.25 0.30 -0.87
C -1.50 -1.21 -0.79
H -2.92 2.87 1.48
H -1.56 3.86 1.98
H -3.19 4.24 2.52
H -2.80 5.84 0.85
H -3.75 4.64 0.01
H -2.72 4.06 -2.10
H -2.42 2.81 -0.91
H -0.93 2.45 -2.78
H -0.49 4.13 -2.84
H 0.22 3.07 0.15
H 2.17 2.68 -0.46
H 1.58 2.79 -2.45
H 1.23 4.40 -1.16
H 1.73 -0.61 0.65
H 0.27 0.12 1.28
H 1.68 1.14 1.04
H -1.62 0.75 0.05
H -1.85 0.69 -1.69
H -2.57 -1.39 -0.78
H -1.06 -1.71 -1.65
H -1.10 -1.63 0.14
C 1.20 -5.65 2.53
C 2.14 -6.18 1.46
O 2.08 -5.37 0.28
C 2.81 -4.25 0.30
O 3.52 -3.88 1.19
C 2.64 -3.50 -1.04
F 1.36 -3.48 -1.41
F 3.35 -4.15 -2.00
F 3.10 -2.26 -0.92
H 0.19 -5.57 2.14
H 1.20 -6.31 3.39
H 1.51 -4.66 2.87
H 1.83 -7.17 1.15
H 3.16 -6.23 1.82

For the calculated total energy, the calculation gives -1642.6440 a.u. Its multiplicity is 1. As for the HOMO-LUMO gap: 5.0 eV. Its molecular weight is 325.27 g mol⁻¹. Its LUMO energy is 0.0890 Eh. As for the charge: -1.

A 8-piece molecular cluster, C42H36O26 overall, computed with wB97M-V/def2-TZVPD.

CARTESIAN COORDINATES (ANGSTROEM)
C 0.75 -3.19 3.18
C 0.81 -4.25 2.09
C -0.26 -5.02 1.63
O -0.27 -5.68 0.65
C -1.43 -4.80 2.50
C -1.55 -3.66 3.58
C -0.41 -2.84 3.93
O -0.66 -1.94 4.76
O -2.72 -3.59 4.34
O 2.06 -4.35 1.49
H 1.81 -2.67 3.34
H -2.19 -5.62 2.48
H -3.33 -4.23 4.30
H 2.03 -4.96 0.68
C -5.33 -2.64 1.44
C -4.02 -2.95 0.69
C -2.85 -2.05 0.87
O -1.81 -2.36 0.29
C -3.10 -0.93 1.73
C -4.40 -0.75 2.54
C -5.52 -1.58 2.35
O -6.69 -1.28 2.89
O -4.58 0.37 3.31
O -3.94 -4.06 -0.14
H -6.03 -3.46 1.18
H -2.32 -0.12 1.82
H -4.01 0.93 3.06
H -3.16 -4.08 -0.58
C 7.19 -3.58 -1.04
C 5.98 -4.36 -1.25
C 4.67 -3.71 -1.16
O 3.69 -4.34 -1.20
C 4.70 -2.28 -1.26
C 5.96 -1.45 -1.14
C 7.24 -2.11 -0.96
O 8.37 -1.58 -0.81
O 5.92 -0.05 -1.04
O 5.96 -5.78 -1.36
H 8.07 -4.20 -0.96
H 3.54 -1.86 -1.45
H 4.93 0.33 -1.02
H 5.26 -6.16 -0.90
C 0.20 -2.27 -6.09
C -0.39 -2.46 -4.68
C -0.02 -1.61 -3.53
O -0.46 -1.88 -2.40
C 0.83 -0.46 -3.90
C 1.58 -0.23 -5.26
C 1.28 -1.33 -6.26
O 1.99 -1.29 -7.21
O 2.28 0.79 -5.68
O -1.35 -3.39 -4.45
H -0.14 -3.03 -6.89
H 0.83 0.48 -3.34
H 2.47 1.31 -4.85
H -1.50 -3.40 -3.53
C -0.32 1.39 5.10
C -1.14 2.43 5.80
C -0.58 3.77 6.21
O -1.20 4.64 6.69
C 0.88 3.74 6.16
C 1.72 2.65 5.53
C 1.12 1.51 4.97
O 1.73 0.67 4.37
O 3.10 2.70 5.60
O -2.51 2.43 5.76
H -0.81 0.55 4.80
H 1.66 4.58 6.73
H 3.30 3.56 6.07
H -2.92 2.99 6.38
C -0.96 2.98 -4.32
C -1.06 2.33 -5.67
C -0.88 3.12 -6.96
O -0.95 2.63 -8.05
C -0.60 4.55 -6.75
C -0.56 5.24 -5.30
C -0.92 4.41 -4.14
O -1.06 4.80 -3.06
O -0.08 6.60 -5.03
O -1.27 1.03 -5.86
H -1.34 2.40 -3.59
H -0.33 5.15 -7.57
H 0.27 6.81 -5.71
H -1.32 0.71 -6.77
C -1.16 4.34 2.33
C -2.26 3.37 2.02
O -2.17 2.16 2.14
C -3.60 3.91 1.56
H -1.55 4.93 3.33
H -1.09 5.10 1.53
H -0.39 3.84 2.51
H -3.58 4.42 0.55
H -3.88 4.63 2.34
H -4.26 3.03 1.44
C 0.76 0.28 1.20
C 1.12 1.17 -0.09
O 2.23 1.04 -0.65
C -0.01 2.06 -0.63
H 0.56 0.91 2.07
H 1.56 -0.42 1.40
H -0.09 -0.28 1.03
H 0.26 2.71 -1.56
H -0.52 2.66 0.30
H -0.86 1.40 -0.95

For the calculated total energy, the calculation gives -3577.4723 a.u. Its multiplicity is 1. As for the HOMO-LUMO gap: 6.4 eV. Its molecular weight is 956.72 g mol⁻¹. Its LUMO energy is -0.0896 Eh. As for the charge: 0.

A 5-piece molecular cluster, CH12NO5 overall, computed with wB97M-V/def2-TZVPD.

CARTESIAN COORDINATES (ANGSTROEM)
N -0.78 0.13 -0.59
C -1.93 0.29 0.26
O -2.32 -0.88 0.91
H -0.94 -0.57 -1.33
H 0.05 -0.09 -0.10
H -1.69 1.05 0.97
H -2.75 0.61 -0.36
H -1.53 -1.31 1.40
H -0.37 -2.57 1.25
O -0.18 -1.91 1.92
H 0.84 -1.22 1.41
H 1.78 0.15 1.62
O 1.72 -0.63 1.06
H 1.86 0.81 -0.15
H 2.41 2.11 -0.54
O 2.39 1.20 -0.89
H 1.09 1.27 -2.36
H -0.30 1.41 -1.82
O 0.23 1.73 -2.54

For the calculated total energy, the calculation gives -476.2970 a.u. Its multiplicity is 1. As for the HOMO-LUMO gap: 9.2 eV. Its molecular weight is 118.11 g mol⁻¹. Its LUMO energy is 0.1405 Eh. As for the charge: -1.

A 3-piece molecular cluster, C6H14N2 overall, computed with wB97M-V/def2-TZVPD.

CARTESIAN COORDINATES (ANGSTROEM)
C -1.78 1.17 0.94
C -1.08 1.93 0.06
C 0.13 -1.24 3.12
C 1.30 -0.64 2.66
C 1.87 0.55 3.15
N -0.47 -0.34 -2.20
C 0.35 -0.89 -3.17
N -0.29 -0.65 -4.71
H -1.54 0.12 1.04
H -0.33 1.35 -0.54
H -2.43 1.59 1.69
H -1.23 3.00 0.03
H -0.03 -2.31 2.84
H -0.17 -0.82 4.13
H 1.71 -1.06 1.66
H 2.77 0.93 2.57
H 1.64 1.00 4.16
H -0.77 -1.02 -1.50
H 0.59 -1.96 -3.23
H 1.29 -0.24 -3.28
H -0.25 0.31 -4.86
H -1.27 -0.78 -4.56

For the calculated total energy, the calculation gives -346.3310 a.u. The expectation value of S² is 0.791. Its multiplicity is 2. As for the HOMO-LUMO gap (spin up / spin down): 5.1 / 3.6 eV. Its molecular weight is 114.19 g mol⁻¹. Its LUMO energy (spin up / spin down) is 0.1243 / 0.0706 Eh. As for the charge: -1.

Question: Look up the calculated total energy of the ninth one.
Answer: -3577.4723 a.u.

Question: Look up the charge of the sixth one.
Answer: -1